This record from the Open Molecules 2025 dataset describes an isolated molecule of C3H3Cl2F. The level of theory is the ωB97M-V functional and the def2-TZVPD basis.

Cartesian coordinates (Å):
Cl  -1.610680  -1.127167  1.417523
C  1.186818  -0.427013  -0.191555
Cl  -2.540281  1.348639  0.164170
C  -0.117976  0.360522  -0.214630
H  1.368444  -0.810353  -1.193264
H  1.076968  -1.200486  0.502577
C  -1.284718  0.177099  0.362178
H  1.978221  0.225417  0.163352
F  -0.056796  1.453342  -1.010350

Cartesian forces (eV/Å) of the 3 atoms listed first:
Cl -0.04 -0.21 0.11
C -1.48 1.54 -0.52
Cl -0.04 -0.31 0.08

The electronic energy comes out at -30921.2542 eV. Its SMILES is CC(F)=C(Cl)Cl. For the HOMO energy, the calculation gives -9.379 eV. The orbital gap comes out at 10.144 eV. The value obtained for the energy relative to the best compared isomer or geometry (same formula, charge and spin) is 5.9 kJ/mol.

=====

This record from the Open Molecules 2025 dataset describes an isolated molecule of C5H7NO. The level of theory is the ωB97M-V functional and the def2-TZVPD basis.

Cartesian coordinates (Å):
H  2.728365  0.394038  -0.915334
H  -3.013906  -0.647365  0.328357
C  1.016317  0.036150  0.057874
C  -2.397152  0.148943  -0.051841
C  -1.086519  0.113436  0.052275
C  -0.086836  -0.906078  0.570336
H  -2.901018  0.973930  -0.525532
C  0.019060  1.015073  -0.404934
H  0.028671  1.736275  -1.204013
H  -0.083451  -1.076368  1.645061
H  -0.124445  -1.850736  0.033614
O  0.852378  1.271304  0.720300
N  2.227821  -0.384670  -0.501433
H  2.820715  -0.823932  0.195270

Cartesian forces (eV/Å) of the 3 atoms listed first:
H -0.01 -0.08 0.03
H -0.11 -0.19 0.08
C -0.23 -0.46 -0.59

The electronic energy comes out at -8833.4464 eV. Its SMILES is C=C1C[C@]2(N)O[C@H]12. For the HOMO energy, the calculation gives -9.132 eV. The orbital gap comes out at 10.123 eV. The value obtained for the energy relative to the best compared isomer or geometry (same formula, charge and spin) is 266.0 kJ/mol.

=====

This record from the Open Molecules 2025 dataset describes a structure of composition C10H15N4S. The level of theory is the ωB97M-V functional and the def2-TZVPD basis.

Cartesian coordinates (Å):
C  -2.249970  -2.625569  -2.792429
C  -2.101331  -1.754740  -1.612843
H  0.928883  -1.777551  1.887117
H  2.761686  1.483245  0.434692
H  -1.892231  -1.998694  -3.604558
C  -1.805224  -0.318618  0.699189
C  0.707630  -0.163969  0.441702
C  0.194952  1.894335  -0.644078
H  -0.681080  1.347852  -0.776185
H  -1.645662  0.144735  1.596544
C  -0.826715  -1.342392  -1.052579
S  1.540720  -1.694742  -3.150570
N  0.735109  1.243192  0.499960
H  -1.439615  -3.459416  -2.659187
H  -3.275225  -2.890477  -2.884781
H  0.822885  1.966641  -1.524032
N  1.590612  -0.702463  -0.705503
C  1.046108  -1.288973  -1.737326
C  1.073288  -0.739942  1.850630
C  1.970681  1.781094  0.977503
C  -3.035808  -0.618158  0.101136
N  -0.640655  -0.652029  0.049985
H  2.045664  2.817820  0.899881
H  2.143204  1.561037  2.063608
H  2.151138  -0.383561  1.834061
N  -3.200790  -1.274030  -1.048757
H  -4.047890  -0.228533  0.411613
H  2.520641  -0.811487  -0.322058
H  0.303550  -0.197022  2.471333
H  -0.161182  2.907483  -0.464411

Cartesian forces (eV/Å) of the 3 atoms listed first:
C 3.32 -0.46 0.64
C 0.71 0.88 1.43
H 0.13 -1.44 0.09

The electronic energy comes out at -27398.7883 eV. For the HOMO energy, the calculation gives -12.456 eV. The orbital gap comes out at 7.860 eV. The value obtained for the energy relative to the best compared isomer or geometry (same formula, charge and spin) is 99.9 kJ/mol. Its net charge is +1.

=====

This record from the Open Molecules 2025 dataset describes a structure of composition C25H33BrN2O3Si2Ti. The level of theory is the ωB97M-V functional and the def2-TZVPD basis.

Cartesian coordinates (Å):
H  0.443372  -4.015622  4.299262
H  2.323302  0.170357  -5.536329
H  -4.256130  -0.097340  -5.160459
C  0.257150  -2.941069  4.224602
C  4.029142  -0.401051  -3.247002
H  0.395636  2.392676  4.910215
H  2.043737  -2.606514  0.654959
H  -2.568639  3.856049  -5.250132
H  -0.713838  -2.733925  4.681253
H  3.338908  0.848589  3.799945
H  -0.724980  -4.416021  1.466101
H  2.062359  -3.971800  1.774713
N  2.147175  -0.252501  -1.202126
C  -2.527464  -0.635028  2.602769
H  -2.427082  -1.481853  3.266606
C  -1.370405  -0.080904  2.016765
C  -0.138345  1.582441  4.406621
C  -3.578098  0.641574  -4.756767
H  -4.642324  -0.480329  2.824749
C  -3.754931  -0.068701  2.359527
H  2.319169  0.087626  5.014348
C  -2.637664  2.867710  -4.815955
H  -0.951819  -3.028908  0.395795
H  0.735895  -0.614187  -2.653001
C  -3.853631  1.049640  1.523984
H  -2.707566  2.391150  0.299380
Ti  0.319420  0.337845  0.094552
C  0.007904  -0.555922  2.201081
H  -4.801869  1.520738  1.309673
C  -1.833773  2.569886  -3.712146
Si  0.934916  0.782666  3.080315
N  -1.494402  1.001289  1.213244
H  -0.526250  3.145675  -2.488077
Si  0.301034  -2.364850  2.427951
C  -0.968076  -3.350835  1.441790
O  -0.253343  1.792595  -1.485625
C  -2.783803  0.342711  -3.670533
Br  3.967080  0.130323  0.834273
C  1.966266  -2.884137  1.710436
C  -2.695461  1.537856  0.969023
C  4.423809  -0.212618  -1.935618
O  -1.011812  3.527350  -3.254398
H  -1.992756  -3.238664  1.796123
H  4.772201  -0.446968  -4.033698
H  1.113397  -0.969184  -4.952995
H  2.709656  -1.545870  -5.442366
C  1.794490  -0.473342  -2.480297
C  -1.907022  1.292014  -3.139040
H  -0.439876  0.853878  5.163429
H  2.823067  -2.449285  2.224694
C  3.446973  -0.140269  -0.956117
C  2.500818  0.161185  3.939604
C  2.176983  -0.734987  -4.945072
H  5.465514  -0.114934  -1.669171
H  -4.111341  2.163753  -6.178055
C  -1.059886  0.931204  -1.985427
H  -2.821315  -0.630202  -3.198758
H  0.581214  2.997326  1.986258
H  1.607244  2.075699  0.889303
H  -1.047246  2.000335  3.966885
H  2.285389  2.721947  2.366934
C  -3.493521  1.914332  -5.324060
H  2.818641  -0.822070  3.593918
O  -1.091303  -0.227448  -1.487522
C  2.675410  -0.536564  -3.543164
H  1.013118  -2.425662  4.821950
C  1.385579  2.261145  1.950875

Cartesian forces (eV/Å) of the 3 atoms listed first:
H -0.01 0.00 0.03
H 0.00 0.00 0.00
H -0.01 0.01 -0.01

The electronic energy comes out at -144500.8574 eV. As for the spin multiplicity: 3. For the HOMO energy (spin up / spin down), the calculation gives -6.509 / -7.432 eV. Its expectation value of S² is 2.00. The orbital gap (spin up / spin down) comes out at 6.364 / 7.292 eV. The value obtained for the energy relative to the best compared isomer or geometry (same formula, charge and spin) is 71.5 kJ/mol.

=====

This record from the Open Molecules 2025 dataset describes a cluster of 16 separate species, C19H70N14O16 in total. The level of theory is the ωB97M-V functional and the def2-TZVPD basis.

Cartesian coordinates (Å):
H  2.355343  1.955130  -3.023844
N  -0.234572  4.000345  -3.495234
H  -2.620133  1.974326  -1.749155
H  3.508971  0.723851  0.999483
O  1.341842  1.142987  2.623076
C  -3.338807  -4.557116  1.581071
H  1.125051  -0.226298  -4.858833
H  -2.220594  -2.458219  -5.359858
H  2.294557  2.540677  -0.600460
C  2.922488  -0.370591  -4.265653
H  -1.300206  3.845323  3.231186
H  -0.235970  -4.976229  -1.029438
O  4.718613  1.009839  2.594620
C  2.470916  -2.270439  0.779881
H  0.053770  -2.137184  -2.132214
H  0.454130  3.748396  2.839418
O  0.203784  -4.922144  0.965438
O  -3.741158  -1.973031  -0.938320
H  0.015636  1.440080  -0.566074
H  3.135202  -2.412188  -1.143737
O  0.855539  -0.130572  -1.500881
H  -0.262613  -1.494556  0.552077
O  -0.045299  1.600130  -3.385311
H  0.176833  4.924414  -3.758595
C  0.370870  0.461645  -0.355032
H  -2.760263  -5.226157  1.042018
H  3.469633  5.603535  0.557656
C  -0.540570  3.858053  2.405239
N  3.320992  4.667511  0.180622
C  -2.652841  -3.195208  1.715770
H  3.995443  1.492776  3.015310
H  -2.688179  -2.856579  -3.817538
H  4.997231  0.085571  0.710232
H  -4.008998  -0.362351  1.308371
O  -5.925690  1.364541  1.826249
H  -0.993567  -1.555717  5.938780
H  -2.760272  3.392489  -2.676007
H  4.517269  2.606233  -1.322327
N  -1.876172  -2.677258  -4.448191
C  4.536143  0.930625  1.230066
H  -4.576438  2.707616  0.899691
H  -1.376463  -3.043525  -2.228260
H  0.170998  -1.999124  4.075874
C  0.243579  2.869051  -3.901632
H  0.018054  -4.335590  1.681017
H  -1.051368  -0.138795  1.193016
H  -2.027467  -0.062136  5.910672
H  -3.630316  -5.164789  2.453054
O  2.753332  2.374805  -2.261414
H  -2.537909  -4.086743  -0.568029
H  2.815680  -3.778938  2.102139
N  2.283784  2.754397  0.415809
H  -1.310516  3.073032  -0.272762
C  -3.989119  0.567819  0.741816
O  -1.486021  3.423262  -1.156556
C  -3.644544  -3.007732  -1.815305
H  -0.679162  3.939895  -2.594997
O  -1.620322  -3.338834  2.635294
H  4.870490  1.836479  0.703906
C  -0.760649  -2.212696  -3.984386
H  1.597155  3.842947  -5.156692
C  4.039735  1.982558  -2.062998
O  1.892646  -1.480452  1.731036
H  1.900846  -1.143171  -0.719541
H  2.936179  -1.467329  -4.383249
H  -3.934491  2.012851  2.289476
H  -2.945397  0.787545  0.536106
N  2.547032  -1.890548  -0.430804
O  2.785470  4.036727  2.338288
H  2.816663  2.963586  3.481123
N  -1.433589  -0.745366  5.451778
O  -0.871266  2.818976  1.518564
N  3.063681  -3.398313  1.087610
H  2.791208  -0.126876  -3.215497
H  -4.238553  -4.414519  0.940171
N  -0.688122  -2.452718  -2.705858
H  3.918696  1.043765  -1.565046
H  1.755202  0.586962  5.814778
H  3.518394  -4.014786  0.439807
N  1.197491  3.008386  -4.753547
H  -3.394612  -2.463196  1.979776
H  -0.857562  2.014572  2.033815
C  -0.650500  -0.531130  0.236615
N  -4.123995  -3.005101  -3.006765
H  3.222723  2.239374  5.108612
H  4.636790  1.832394  -2.940645
H  -2.250981  -2.852402  0.769981
H  -3.493396  3.381932  -1.099241
C  0.408633  -4.405846  -0.312894
H  -4.822594  -2.223284  -3.101398
H  1.776530  2.218657  1.106801
H  3.221638  4.672716  -0.815899
C  1.889755  1.267421  3.881367
H  -4.421407  -3.791453  -3.602739
H  -6.355285  2.150285  2.287070
H  -1.432423  -0.810411  -0.466879
O  0.229211  -1.578532  -4.749676
H  0.929980  -0.293797  4.509142
C  2.807149  3.776653  0.975599
N  -0.230495  -1.146157  3.645196
H  -0.529886  4.878038  2.003760
H  0.111582  -3.388105  -0.311216
N  2.697538  2.212352  4.202216
O  -1.693497  0.773399  3.676018
H  1.418211  -4.541726  -0.623333
H  3.901559  -0.119784  -4.584009
C  -4.554652  1.802783  1.466066
H  0.224324  0.001775  -2.166269
O  1.927527  0.259463  -5.024960
C  -1.113661  -0.382967  4.247870
H  -1.297510  -2.525560  2.988122
H  0.217977  -0.834278  2.752281
H  -2.697732  -4.910007  -2.048108
C  -2.655291  3.037399  -1.683674
H  1.253426  0.626580  0.212477
H  1.630255  2.075070  -4.969163
H  -4.544445  0.365479  -0.197644
N  1.722279  0.339421  4.784339
N  -2.856120  -4.016345  -1.496923

Cartesian forces (eV/Å) of the 3 atoms listed first:
H -0.42 -0.35 -0.10
N -1.82 3.21 1.31
H -0.76 -1.17 -0.17

The electronic energy comes out at -74456.3760 eV. For the HOMO energy, the calculation gives -8.715 eV. The orbital gap comes out at 8.647 eV. The value obtained for the energy relative to the best compared isomer or geometry (same formula, charge and spin) is 1152.9 kJ/mol.

=====

This record from the Open Molecules 2025 dataset describes an isolated molecule of C7H6O2S. The level of theory is the ωB97M-V functional and the def2-TZVPD basis.

Cartesian coordinates (Å):
C  -0.613580  -1.420606  0.794278
C  2.610200  0.082706  0.289134
H  -0.218521  -1.037887  1.830482
C  1.447997  0.459652  -0.446828
C  -0.559071  -0.729971  -0.464851
S  -2.317795  0.877533  0.685386
C  2.484262  1.319100  -0.405562
H  -0.159325  0.905491  -1.840936
H  -2.710160  -1.501385  -0.400840
H  3.155762  2.035822  -0.808326
O  3.128583  -0.747939  0.968190
O  -1.082925  1.674525  0.394182
C  0.198384  0.277517  -0.958230
H  -2.965144  1.226130  -0.395363
C  -1.925720  -0.936353  0.055796
H  -0.472943  -2.484331  0.703491

Cartesian forces (eV/Å) of the 3 atoms listed first:
C -0.23 -0.28 1.73
C -1.37 0.84 -0.33
H -1.02 -0.27 -2.15

The electronic energy comes out at -22279.4916 eV. For the HOMO energy, the calculation gives -8.685 eV. The orbital gap comes out at 8.465 eV. The value obtained for the energy relative to the best compared isomer or geometry (same formula, charge and spin) is 585.5 kJ/mol.

=====

This record from the Open Molecules 2025 dataset describes a cluster of 2 separate species, C11H24N4O2S in total. The level of theory is the ωB97M-V functional and the def2-TZVPD basis.

Cartesian coordinates (Å):
C  -1.133311  -3.004713  2.960422
H  0.209493  2.353570  -2.282593
C  2.302833  -0.804303  -1.426812
C  0.560720  3.998675  -0.903734
H  -0.618128  -4.439859  1.450554
H  -0.021549  1.936173  0.710215
N  -0.189445  -1.146221  -1.945105
C  0.059630  1.546486  -0.295758
N  -2.261732  -1.203573  -0.892310
H  -4.538154  0.151296  1.412478
C  -1.077881  -0.618887  -1.129239
H  -0.706687  -2.535131  3.851436
H  -1.434393  -2.220014  2.265180
H  1.009661  0.380079  -2.722320
H  2.302146  4.751179  0.108197
H  1.409090  -1.420294  0.429848
N  -2.141917  0.589366  0.313356
H  2.214625  3.008630  0.117183
H  3.147252  -1.096507  -2.043124
H  1.013661  1.043532  -0.370045
S  -4.459886  -0.841801  0.525912
H  1.184379  3.973302  1.181633
H  1.653304  -2.753075  -0.660318
H  -0.203749  4.713415  -0.623552
H  -0.428493  -2.085902  -2.208948
H  2.550038  0.152190  -0.972033
C  -0.118216  2.671752  -1.298734
H  -2.034692  1.342131  2.022426
H  0.100884  -4.736313  3.030744
C  2.081620  -1.822508  -0.313508
H  1.030680  4.406893  -1.791318
H  3.004614  -2.083835  0.183522
H  -1.188530  2.840112  -1.378441
C  1.621805  3.912328  0.191295
C  -2.888581  -0.456306  -0.024829
H  -2.034296  -3.563295  3.260340
O  1.043378  -3.266930  1.905249
C  -0.071411  -3.911163  2.288017
H  1.301537  -1.230059  -3.281169
N  -0.958181  0.512925  -0.417502
O  -2.400122  1.605294  1.162698
C  1.108002  -0.648637  -2.389314

Cartesian forces (eV/Å) of the 3 atoms listed first:
C -0.07 -0.24 0.20
H 0.11 -0.13 -0.14
C -0.16 -0.41 0.03

The electronic energy comes out at -32680.8504 eV. For the HOMO energy, the calculation gives -4.941 eV. The orbital gap comes out at 4.538 eV.

=====

This record from the Open Molecules 2025 dataset describes an isolated molecule of C9H7F2N3. The level of theory is the ωB97M-V functional and the def2-TZVPD basis.

Cartesian coordinates (Å):
N  0.423365  -2.481320  -1.286181
H  -0.356652  0.519846  2.785650
C  -0.403245  -2.837398  -2.180216
N  -1.666571  -2.389703  -2.132696
F  -3.276439  -1.325888  -0.903614
C  -1.059178  -1.529142  -0.128696
N  -0.462243  -0.916980  0.883710
C  1.089545  2.305541  -0.298408
H  -0.266494  -3.587971  -2.964971
C  0.660650  0.944718  -0.304788
H  -0.260109  -1.450585  1.741161
C  0.089608  0.399112  0.834005
F  1.754156  -2.955274  -1.450892
C  0.092817  1.154981  2.031346
H  0.674780  0.529915  -1.357090
C  0.388923  2.509024  2.003266
H  1.543474  3.953758  1.155895
C  -1.989289  -1.677314  -1.040272
C  1.019141  3.011713  0.867837
H  0.419215  3.032270  2.859886
H  1.584544  2.790696  -1.114933

Cartesian forces (eV/Å) of the 3 atoms listed first:
N 0.59 1.18 1.20
H 0.07 0.92 0.98
C -1.87 -1.21 -1.79

The electronic energy comes out at -19346.0884 eV. For the HOMO energy, the calculation gives -8.787 eV. The orbital gap comes out at 8.658 eV. The value obtained for the energy relative to the best compared isomer or geometry (same formula, charge and spin) is 309.1 kJ/mol.